The following is a DFT calculation (ωB97M-V/def2-TZVPD) of a structure of composition C58H43IN8O3PSZr.

Last column: Löwdin charge in e.
Positions of all 116 atoms, in Å:
Zr 0.29418 -0.15421 -0.43956  1.581
C -2.29604 -2.82377 5.28160  -0.078
C -2.62911 -1.53666 4.88366  -0.075
C -2.54438 -1.18675 3.54386  -0.115
C -2.13419 -2.11892 2.58978  -0.399
C -1.79527 -3.40544 3.00048  -0.085
C -1.87985 -3.75408 4.34074  -0.073
P -2.19484 -1.57374 0.83359  0.997
C -3.90458 -2.10727 0.43383  -0.374
C -4.32392 -1.92075 -0.88525  -0.137
C -5.59093 -2.31420 -1.28140  -0.072
C -6.45064 -2.90612 -0.36597  -0.079
C -6.03135 -3.11642 0.93808  -0.073
C -4.76480 -2.71451 1.34222  -0.077
C -1.25229 -2.84913 -0.07472  -0.415
C -1.71565 -4.13902 -0.32732  -0.093
C -0.88375 -5.03942 -0.96816  -0.070
C 0.40427 -4.64920 -1.31849  -0.072
C 0.83534 -3.35303 -1.09182  -0.143
C 0.00825 -2.38401 -0.50247  -0.315
H -2.36504 -3.10034 6.32610  0.106
H -2.95895 -0.80902 5.61517  0.108
H -2.81406 -0.18434 3.22416  0.106
H -1.48006 -4.13896 2.26738  0.103
H -1.63172 -4.76142 4.65178  0.108
H -3.64245 -1.49136 -1.61119  0.072
H -5.90578 -2.16383 -2.30611  0.108
H -7.44535 -3.20378 -0.67118  0.106
H -6.69024 -3.60297 1.64575  0.107
H -4.45126 -2.88604 2.36348  0.099
H -2.71745 -4.43201 -0.03675  0.111
H -1.22864 -6.03992 -1.19594  0.106
H 1.07215 -5.36402 -1.78450  0.105
H 1.84593 -3.09603 -1.38402  0.077
C -0.26694 5.29335 12.48585  -0.069
O -0.85852 5.80982 11.30530  -0.066
C -0.65825 5.14842 10.15178  -0.280
C -1.26751 5.69800 9.02024  0.009
C -1.11908 5.09979 7.79020  -0.026
C -0.35999 3.93194 7.65152  -0.164
C 0.23480 3.38651 8.78477  -0.012
C 0.09464 3.98402 10.02493  -0.003
C -0.18210 3.28342 6.35941  -0.252
N 0.20478 2.04290 6.16072  0.196
C 0.20420 1.86459 4.80820  -0.166
C -0.18843 3.02479 4.16334  -0.126
N -0.42722 3.92251 5.16898  0.186
C -0.22461 3.15240 2.75036  -0.056
C -0.40323 4.34952 2.04330  0.029
C -0.31146 4.33627 0.67379  -0.016
C -0.10740 3.12250 0.02179  -0.201
N 0.01005 1.97237 0.66308  -0.062
C -0.00011 1.97191 2.00923  -0.144
C 0.32914 0.73330 2.67040  -0.145
N 0.50436 -0.36114 1.89025  -0.016
C 0.94345 -1.47499 2.45770  -0.130
C 1.25815 -1.56362 3.81447  -0.007
C 1.02256 -0.48722 4.62605  0.037
C 0.52724 0.69426 4.05930  -0.065
H -0.52240 5.99334 13.27568  0.096
H 0.82014 5.23499 12.39438  0.097
H -0.66811 4.30770 12.73368  0.099
H -1.85760 6.59703 9.13728  0.124
H -1.63052 5.53616 6.94065  0.108
H 0.81582 2.48084 8.67326  0.116
H 0.58093 3.53558 10.87999  0.107
H -0.67852 4.88885 5.06520  0.152
H -0.58062 5.27562 2.57537  0.122
H -0.38994 5.24612 0.09676  0.120
H -0.04734 3.08238 -1.05687  0.104
H 1.06363 -2.32398 1.80131  0.090
H 1.64478 -2.49267 4.20779  0.120
H 1.19787 -0.51837 5.69368  0.129
I -2.68237 1.33896 -1.00371  1.122
C -2.36691 1.04188 -3.08815  -0.563
C -3.27321 1.62403 -3.92593  -0.156
C -3.14967 1.43191 -5.31376  -0.072
C -2.12154 0.67683 -5.79451  -0.029
C -1.16066 0.10441 -4.92833  -0.162
C -0.06131 -0.60044 -5.46438  -0.029
C 0.90355 -1.09177 -4.63742  -0.066
C 0.77619 -0.94147 -3.24564  -0.164
C -0.28748 -0.30554 -2.62778  -0.234
C -1.26217 0.26239 -3.50932  -0.236
H -4.08098 2.22178 -3.52710  0.090
H -3.87437 1.88653 -5.97556  0.109
H -2.00644 0.51525 -6.85959  0.117
H 0.00337 -0.72405 -6.53848  0.116
H 1.77077 -1.59830 -5.04413  0.108
H 1.57589 -1.36279 -2.63994  0.062
N 7.65848 1.36815 -3.86564  0.128
C 6.55003 1.29215 -3.07950  -0.304
C 5.41115 0.59783 -3.52004  -0.011
C 4.27965 0.54556 -2.73791  -0.046
C 4.27140 1.18230 -1.50282  -0.318
C 5.38406 1.86868 -1.04236  -0.055
C 6.51200 1.92847 -1.82671  -0.015
S 2.83482 1.00752 -0.52465  0.649
O 2.87420 1.80631 0.67071  -0.263
O 1.66400 1.30950 -1.39068  -0.434
N 2.48380 -0.53922 -0.18489  -0.197
C 3.45229 -1.33651 0.39838  -0.433
N 3.08579 -2.57210 0.75683  0.114
C 4.02893 -3.35952 1.25541  -0.107
C 5.33900 -2.94878 1.43412  -0.041
C 5.59859 -1.63314 1.09386  -0.104
N 4.67377 -0.82896 0.58964  0.137
H 7.71467 0.83680 -4.71394  0.103
H 8.50380 1.78198 -3.51970  0.103
H 5.43427 0.10171 -4.48265  0.116
H 3.39125 0.02837 -3.08056  0.102
H 5.35191 2.34084 -0.06902  0.121
H 7.38769 2.46079 -1.47607  0.116
H 3.71033 -4.36249 1.52224  0.118
H 6.10509 -3.59940 1.82707  0.104
H 6.58118 -1.19216 1.22795  0.117

Output
spin multiplicity: 1
energy: -108411.0761 eV
net charge: +1
LUMO energy: -2.91 eV
E_HOMO: -9.7 eV
M: 1181.2 g/mol
energy relative to the best compared isomer or geometry (same formula, charge and spin): 1.230 eV